Entry 1:
Computed, not measured: a 2-piece molecular cluster, C3H4ClNO2S overall at a distorted geometry, with ωB97M-V/def2-TZVPD.

Each line ends with the Löwdin charge.
Atoms and positions in Å:
1 C -0.392 -0.233 1.997  -0.332
2 C -0.726 -0.718 -1.351  -0.126
3 C 0.665 0.176 1.101  -0.792
4 N -1.256 -0.717 2.566  0.196
5 O -0.550 1.840 -0.641  -0.307
6 O 1.406 0.705 -1.431  -0.330
7 S 0.252 0.666 -0.588  0.509
8 Cl 2.162 -0.680 1.384  0.662
9 H -1.332 -0.410 -2.185  0.049
10 H -0.003 -1.425 -1.867  0.085
11 H -1.484 -1.144 -0.586  0.090
12 H 1.259 1.941 1.601  0.296

Atomic forces in eV per Å
C 0.74 0.31 -1.35
C -0.09 -1.34 1.54
C 1.89 3.49 1.85
N -0.64 -0.15 0.64
O -0.77 0.41 1.49
O 1.19 -0.28 0.97
S -1.00 -1.01 -3.81
Cl -0.53 -0.20 -0.49
H -0.15 1.18 -0.09
H -0.72 0.51 1.47
H 1.60 0.26 -1.19
H -1.52 -3.17 -1.02

The charge is 0. Its relative energy (zero: lowest compared OMol25 entry of this formula, charge and spin) is 4.1236 eV. Its total energy is -1180.1375 Ha. The calculation puts the HOMO-LUMO gap (alpha / beta) at 8.7 / 8.7 eV.

---

Entry 2:
Computed, not measured: C3H4ClNO2S as an isolated structure at a distorted geometry, with ωB97M-V/def2-TZVPD.

Each line ends with the Löwdin charge.
Atoms and positions in Å:
1 C 0.355 -0.389 0.474  -0.487
2 C 0.307 0.749 -0.491  -0.103
3 C 1.875 0.740 -0.139  -0.171
4 N 1.641 -0.466 0.729  0.107
5 O -0.692 -1.049 1.025  -0.279
6 O -3.295 -1.512 1.349  -0.442
7 S -2.412 -0.698 0.580  0.751
8 Cl -2.345 -1.676 -1.341  0.203
9 H 0.067 0.462 -1.480  0.078
10 H -0.318 1.590 -0.221  0.100
11 H 2.674 0.658 -1.025  0.140
12 H 2.142 1.590 0.539  0.103

Atomic forces in eV per Å
C 1.17 0.78 -0.04
C 1.39 -0.02 0.77
C 0.29 0.65 -0.83
N -2.22 -0.33 -0.47
O -1.36 -0.61 0.28
O 0.79 0.01 0.35
S 1.83 -0.40 -1.16
Cl 0.12 0.56 0.84
H -0.13 -0.35 -1.15
H 0.11 0.38 0.22
H -1.92 -0.08 2.01
H -0.06 -0.60 -0.81

The charge is 0. Its relative energy (zero: lowest compared OMol25 entry of this formula, charge and spin) is 1.3930 eV. Its total energy is -1180.2379 Ha. The calculation puts the HOMO-LUMO gap at 9.2 eV.

---

Entry 3:
Computed, not measured: one molecule with the formula C3H4ClNOS at a distorted geometry, with ωB97M-V/def2-TZVPD.

Each line ends with the Löwdin charge.
Atoms and positions in Å:
1 O -2.520 -0.983 -0.157  -0.076
2 N -1.166 -0.689 -0.436  0.012
3 C -0.721 0.087 0.482  -0.195
4 C 0.676 0.678 0.416  -0.706
5 Cl 0.520 2.375 -0.239  0.590
6 C 1.667 -0.018 -0.487  -0.726
7 S 2.883 -1.003 -0.034  0.697
8 H -2.653 -1.811 -0.679  0.110
9 H -1.437 0.386 1.250  0.128
10 H 1.164 0.750 1.443  0.116
11 H 1.587 0.228 -1.560  0.050

Atomic forces in eV per Å
O 0.58 -1.04 -0.84
N 0.24 0.51 1.15
C -0.34 -0.39 -0.97
C 0.57 -0.01 0.94
Cl 0.01 -0.28 0.37
C 0.77 -0.65 -0.60
S -1.08 0.79 0.00
H -0.02 1.01 0.50
H 0.45 0.19 0.16
H -0.94 -0.02 -1.24
H -0.25 -0.13 0.53

As for the structure (SMILES): O/N=C/[C@H](Cl)C=S. The charge is 0. Its relative energy (zero: lowest compared OMol25 entry of this formula, charge and spin) is 2.4725 eV. Its total energy is -1104.9932 Ha. The calculation puts the HOMO-LUMO gap at 8.5 eV.

---

Entry 4:
Computed, not measured: C3H4ClNOS2 as an isolated structure at a distorted geometry, with ωB97M-V/def2-TZVPD.

Each line ends with the Löwdin charge.
Atoms and positions in Å:
1 C 0.049 -0.607 0.020  -0.665
2 C -1.035 -0.990 0.843  -0.213
3 C -0.345 1.827 -0.877  -0.714
4 H 3.454 -1.188 -0.083  -0.082
5 H -0.922 -2.391 1.153  0.220
6 H -1.074 -0.294 2.093  0.210
7 H -1.056 2.337 -1.691  0.120
8 N 1.170 -1.193 0.235  -0.270
9 O -0.083 0.439 -1.079  -0.301
10 S 2.419 -0.292 -0.527  0.761
11 S 0.153 2.674 0.406  0.684
12 Cl -2.730 -0.323 -0.495  0.251

Atomic forces in eV per Å
C 2.46 1.53 -1.86
C -3.12 -1.38 3.76
C -1.00 -0.79 -0.09
H -1.42 1.29 -0.66
H -0.81 4.76 -1.22
H -0.32 -2.10 -4.40
H 1.91 -1.78 1.44
N -0.90 1.99 -1.24
O -0.29 0.34 1.64
S 1.92 -1.98 0.80
S -0.21 -0.50 -0.60
Cl 1.78 -1.39 2.44

The charge is 0. Its relative energy (zero: lowest compared OMol25 entry of this formula, charge and spin) is 6.3333 eV. Its total energy is -1503.0462 Ha. The calculation puts the HOMO-LUMO gap at 7.9 eV.